Computed, not measured: a 6-piece molecular cluster, C2H16N2O6 overall, with ωB97M-V/def2-TZVPD.

Results
Energy above the lowest of the compared OMol25 structures with the same formula, charge and spin in kJ/mol: 0.00
M in g/mol: 164.16
Structure (SMILES): CNC(N)=O.O.O.O.O.O

```
! wB97M-V def2-TZVPD RIJCOSX def2/J DEFGRID3
* xyz 0 1
C -0.54 0.01 2.06
N -0.75 0.92 0.95
C 0.15 1.02 -0.05
N -0.19 1.81 -1.09
O 1.29 0.51 0.01
H -1.20 0.29 2.86
H 0.50 0.05 2.39
H -0.77 -1.02 1.80
H -1.70 1.16 0.71
H -1.15 2.02 -1.30
H 0.43 1.90 -1.87
O -3.07 0.27 -0.47
H -2.47 -0.48 -0.73
H -3.97 -0.04 -0.65
O 2.71 1.71 2.21
H 2.70 1.10 1.45
H 1.83 2.11 2.16
O 0.80 -2.24 0.27
H 1.38 -2.53 -0.45
H 1.05 -1.30 0.40
O 1.71 -0.95 -2.29
H 2.48 -0.67 -2.78
H 1.58 -0.38 -1.51
O -1.34 -1.73 -1.33
H -0.71 -2.05 -0.67
H -0.75 -1.49 -2.06
*
```

Computed, not measured: C20H12Cl9IN2O3STc as an isolated structure in a non-equilibrium geometry, with ωB97M-V/def2-TZVPD.

Results
Energy above the lowest of the compared OMol25 structures with the same formula, charge and spin in kJ/mol: 105.61
<S²>: 0.760
M in g/mol: 904.38

```
! wB97M-V def2-TZVPD RIJCOSX def2/J DEFGRID3
* xyz 0 2
Tc -0.06 -0.28 -0.52
Cl -1.65 6.68 -2.23
C -1.05 5.08 -2.08
C -1.60 4.21 -1.15
Cl -2.89 4.70 -0.13
C -1.09 2.92 -1.05
Cl -1.76 1.79 0.07
C -0.06 2.45 -1.84
O 0.42 1.22 -1.76
C 0.49 3.34 -2.78
Cl 1.75 2.76 -3.80
C 0.00 4.63 -2.90
Cl 0.68 5.70 -4.06
Cl 2.17 0.32 0.25
C 2.31 0.39 1.98
C 3.53 0.56 2.58
C 3.56 0.60 3.97
C 2.37 0.48 4.68
C 1.17 0.31 4.02
Cl -0.30 0.14 4.92
C 1.11 0.26 2.63
S -0.37 0.06 1.73
H 4.43 0.65 1.99
H 4.50 0.74 4.49
H 2.37 0.51 5.76
I 2.35 -0.98 -3.18
C 1.11 -1.65 -1.57
H 1.80 -2.17 -0.92
H 0.44 -2.38 -2.02
N -2.76 -2.14 0.30
C -1.67 -2.67 0.88
C -1.82 -3.70 1.84
C -0.73 -4.24 2.44
C 0.54 -3.76 2.10
C 0.62 -2.76 1.18
N -0.45 -2.18 0.58
H -3.65 -2.58 0.46
H -2.66 -1.54 -0.51
H -2.82 -4.04 2.07
H -0.85 -5.02 3.18
H 1.45 -4.16 2.54
H 1.58 -2.36 0.91
Cl -2.27 1.62 -4.03
C -1.45 0.04 -3.98
Cl -1.53 -0.76 -5.55
C -2.13 -0.80 -2.90
O -3.16 -1.38 -3.09
O -1.53 -0.82 -1.72
H -0.40 0.22 -3.75
*
```

Computed, not measured: C19H37O9Rb2 as an isolated structure in a non-equilibrium geometry, with ωB97M-V/def2-TZVPD.

Results
Energy above the lowest of the compared OMol25 structures with the same formula, charge and spin in kJ/mol: 140.32
M in g/mol: 580.43

```
! wB97M-V def2-TZVPD RIJCOSX def2/J DEFGRID3
* xyz 1 1
Rb 0.45 4.26 7.83
Rb 4.62 4.75 9.08
O 1.35 4.96 12.48
C 1.09 4.63 11.24
O -0.12 4.63 10.95
O 1.94 4.42 10.37
H 0.45 5.24 12.68
C -1.74 1.59 12.11
C -2.29 2.08 13.47
O -2.37 1.37 14.47
C -2.82 3.52 13.50
H -1.13 0.69 12.19
H -1.17 2.36 11.60
H -2.62 1.35 11.51
H -3.85 3.56 13.14
H -2.21 4.17 12.87
H -2.91 3.83 14.54
C 4.84 2.80 12.70
C 4.21 3.02 14.06
O 4.86 3.51 14.95
C 2.84 2.64 14.45
H 5.90 2.61 12.87
H 4.75 3.66 12.03
H 4.46 1.90 12.22
H 2.76 1.56 14.50
H 2.21 3.16 13.73
H 2.67 3.05 15.45
C 2.24 7.90 17.03
C 2.69 7.28 15.70
O 3.18 7.99 14.83
C 2.64 5.84 15.52
H 1.17 7.78 17.22
H 2.43 8.97 17.04
H 2.83 7.51 17.86
H 2.42 5.61 14.47
H 1.89 5.51 16.24
H 3.58 5.36 15.77
C 1.71 0.60 11.09
C 3.11 0.04 11.10
O 3.63 -0.43 12.10
C 3.93 0.29 9.87
H 1.64 1.50 10.48
H 1.52 0.89 12.12
H 1.03 -0.20 10.81
H 5.00 0.19 10.08
H 3.62 1.29 9.58
H 3.65 -0.32 9.00
C 0.73 7.55 9.23
C 1.92 7.74 10.18
O 3.09 7.58 9.78
C 1.76 8.18 11.62
H -0.10 7.01 9.69
H 1.11 7.08 8.32
H 0.47 8.59 9.03
H 2.74 8.22 12.09
H 1.14 7.45 12.15
H 1.29 9.16 11.75
C -1.67 6.47 16.55
C -0.96 6.22 15.23
O -0.63 5.11 14.90
C -0.68 7.47 14.39
H -1.21 6.08 17.46
H -2.70 6.11 16.53
H -1.74 7.54 16.71
H 0.19 7.98 14.78
H -1.54 8.14 14.41
H -0.58 7.39 13.30
*
```

Computed, not measured: C45H37I2N2O6Re as an isolated structure, with ωB97M-V/def2-TZVPD.

Results
Energy above the lowest of the compared OMol25 structures with the same formula, charge and spin in kJ/mol: 0.00
<S²>: 2.015
M in g/mol: 1141.81

```
! wB97M-V def2-TZVPD RIJCOSX def2/J DEFGRID3
* xyz 0 3
Re -1.11 -0.18 -0.51
C 0.92 -2.80 3.92
C 1.92 -1.72 3.55
C 3.17 -1.74 4.39
O 2.30 -1.82 2.19
C 1.33 -1.09 1.46
C 1.05 0.11 2.38
O 1.28 -0.45 3.67
C -0.39 0.73 2.28
O -1.21 -0.07 1.44
C -1.04 0.77 3.67
C -2.14 -0.01 3.95
C -2.73 0.04 5.22
C -2.22 0.88 6.19
C -1.11 1.67 5.91
C -0.52 1.61 4.65
C -0.41 2.18 1.73
C -1.67 2.74 1.53
C -1.81 4.04 1.07
C -0.68 4.81 0.79
C 0.57 4.26 0.98
C 0.71 2.96 1.46
C 1.83 -0.77 0.05
O 0.78 -0.03 -0.59
C 2.04 -2.02 -0.81
C 1.73 -3.30 -0.38
C 1.84 -4.39 -1.25
C 2.27 -4.20 -2.55
C 2.59 -2.91 -2.99
C 2.48 -1.84 -2.12
C 3.08 0.11 0.06
C 3.03 1.41 -0.43
C 4.17 2.21 -0.43
C 5.37 1.71 0.05
C 5.42 0.41 0.54
C 4.29 -0.39 0.54
H 1.38 -3.79 3.82
H 0.04 -2.75 3.27
H 0.59 -2.66 4.95
H 3.70 -2.69 4.25
H 2.91 -1.63 5.44
H 3.81 -0.92 4.09
H 0.41 -1.68 1.35
H 1.80 0.87 2.21
H -2.54 -0.66 3.19
H -3.60 -0.57 5.43
H -2.68 0.92 7.17
H -0.70 2.32 6.67
H 0.34 2.23 4.44
H -2.55 2.14 1.74
H -2.80 4.45 0.94
H -0.79 5.83 0.44
H 1.46 4.85 0.78
H 1.71 2.58 1.60
H 1.40 -3.48 0.64
H 1.59 -5.38 -0.90
H 2.35 -5.04 -3.23
H 2.93 -2.75 -4.00
H 2.74 -0.84 -2.45
H 2.09 1.80 -0.79
H 4.12 3.22 -0.82
H 6.26 2.33 0.05
H 6.36 0.01 0.92
H 4.34 -1.40 0.90
I -5.29 -3.33 -0.88
C -3.98 -2.66 -2.34
C -4.17 -3.00 -3.69
C -3.33 -2.55 -4.68
I -3.73 -3.09 -6.66
C -2.22 -1.73 -4.36
C -1.28 -1.19 -5.27
C -0.29 -0.37 -4.81
C -0.20 -0.07 -3.44
N -1.05 -0.58 -2.57
C -2.05 -1.40 -3.01
C -2.92 -1.85 -1.97
O -2.67 -1.45 -0.75
H -5.02 -3.62 -3.95
H -1.36 -1.42 -6.33
H 0.44 0.05 -5.49
H 0.60 0.54 -3.03
O -2.93 1.21 -0.97
N -2.94 1.75 -2.17
C -2.12 2.78 -2.43
C -2.10 3.36 -3.68
C -2.94 2.88 -4.68
C -3.78 1.82 -4.38
C -3.77 1.26 -3.12
H -1.51 3.08 -1.59
H -1.43 4.19 -3.86
H -2.93 3.32 -5.66
H -4.45 1.40 -5.12
H -4.39 0.45 -2.80
*
```